[1]
{"formula": "C49H38ClN5O6Te4Y", "method": "ωB97M-V/def2-TZVPD", "homo_lumo_gap_ev": 4.00, "molar_mass_da": 1427.6, "charge": -1, "total_energy_ha": -4186.071951, "species": ["Y", "C", "O", "C", "N", "C", "C", "C", "C", "C", "C", "C", "C", "C", "C", "C", "C", "N", "C", "N", "C", "C", "O", "C", "C", "C", "C", "C", "C", "H", "H", "H", "H", "H", "H", "H", "H", "H", "H", "H", "H", "H", "H", "H", "H", "H", "H", "H", "Te", "Te", "Te", "Te", "N", "C", "C", "C", "C", "C", "C", "C", "C", "C", "C", "C", "C", "C", "H", "H", "H", "H", "H", "H", "H", "H", "H", "H", "O", "C", "O", "C", "C", "C", "C", "O", "C", "O", "C", "C", "H", "H", "H", "H", "H", "Cl", "C", "C", "C", "C", "N", "C", "H", "H", "H", "H"], "positions_angstrom": [[-0.014, 0.938, -0.738], [0.871, 2.787, 3.355], [-0.018, 3.571, 2.568], [0.179, 3.148, 1.261], [0.959, 2.011, 1.151], [1.022, 1.505, 2.542], [2.208, 0.650, 2.915], [2.058, -0.734, 2.873], [3.100, -1.580, 3.223], [4.308, -1.050, 3.653], [4.465, 0.326, 3.720], [3.426, 1.167, 3.346], [-0.448, 3.791, 0.241], [-1.304, 4.928, 0.452], [-2.083, 5.398, -0.546], [-2.084, 4.674, -1.822], [-1.217, 3.646, -1.976], [-0.286, 3.212, -1.055], [-1.326, 2.747, -3.122], [-0.805, 1.573, -3.124], [-1.230, 0.896, -4.364], [-2.007, 1.999, -5.108], [-2.102, 3.088, -4.172], [-0.063, 0.286, -5.105], [0.771, 1.044, -5.914], [1.884, 0.468, -6.512], [2.172, -0.870, -6.299], [1.348, -1.632, -5.484], [0.236, -1.056, -4.895], [0.407, 2.628, 4.330], [1.822, 3.315, 3.482], [0.145, 0.883, 2.748], [1.104, -1.144, 2.560], [2.965, -2.653, 3.158], [5.127, -1.706, 3.926], [5.408, 0.751, 4.043], [3.579, 2.239, 3.376], [-1.329, 5.378, 1.436], [-2.736, 6.245, -0.379], [-2.778, 4.898, -2.619], [-1.908, 0.082, -4.097], [-3.017, 1.692, -5.378], [-1.494, 2.355, -6.000], [0.584, 2.102, -6.051], [2.539, 1.075, -7.125], [3.058, -1.313, -6.736], [1.594, -2.668, -5.283], [-0.395, -1.639, -4.233], [1.790, -1.603, -0.563], [3.469, -3.061, -1.855], [4.461, -0.872, -3.291], [2.720, 0.850, -2.397], [-0.086, -1.639, -1.549], [-0.953, -2.489, -1.155], [-2.347, -2.423, -1.718], [-3.059, -3.608, -1.903], [-4.323, -3.589, -2.472], [-4.900, -2.379, -2.833], [-4.206, -1.194, -2.629], [-2.932, -1.218, -2.084], [-0.724, -3.610, -0.179], [0.126, -4.666, -0.476], [0.320, -5.684, 0.447], [-0.326, -5.639, 1.673], [-1.188, -4.589, 1.966], [-1.404, -3.587, 1.033], [-2.610, -4.546, -1.604], [-4.860, -4.517, -2.624], [-5.894, -2.361, -3.262], [-4.657, -0.243, -2.882], [-2.418, -0.284, -1.906], [0.641, -4.681, -1.428], [0.991, -6.499, 0.209], [-0.162, -6.422, 2.403], [-1.694, -4.551, 2.922], [-2.070, -2.763, 1.255], [-0.981, -0.391, 1.295], [-1.988, 0.369, 1.220], [-2.327, 0.937, 0.134], [-2.794, 0.652, 2.446], [-3.721, 1.683, 2.442], [-4.449, 2.003, 3.591], [-4.201, 1.244, 4.709], [-4.776, 1.357, 5.951], [-4.154, 0.360, 6.762], [-3.230, -0.365, 5.958], [-3.276, 0.219, 4.712], [-2.545, -0.103, 3.601], [-3.849, 2.251, 1.531], [-5.163, 2.815, 3.608], [-4.918, -0.322, 7.142], [-3.621, 0.844, 7.584], [-1.800, -0.887, 3.604], [8.150, -1.426, 1.010], [6.798, -0.336, 0.849], [6.958, 1.024, 1.031], [5.844, 1.837, 0.890], [4.625, 1.255, 0.577], [4.487, -0.055, 0.396], [5.546, -0.836, 0.523], [7.931, 1.431, 1.275], [5.920, 2.908, 1.022], [3.726, 1.851, 0.463], [5.404, -1.899, 0.356]], "atomic_forces_ev_per_a": [[-0.3, 0.9, 0.0], [-0.2, 0.0, 0.1], [0.3, -0.1, 0.0], [-0.3, 0.2, -0.2], [-0.4, -0.3, 0.1], [0.0, 0.2, 0.0], [0.0, 0.0, 0.0], [0.0, 0.0, 0.0], [0.0, 0.0, 0.0], [0.0, 0.0, 0.0], [0.0, 0.0, 0.0], [0.0, 0.0, 0.0], [0.3, 0.0, 0.7], [0.1, 0.0, -0.4], [0.0, -0.2, -0.3], [0.1, 0.3, 0.3], [0.2, -0.2, 0.1], [-0.5, -0.7, -0.1], [-0.4, 0.0, 0.3], [-0.2, -0.1, 0.2], [0.1, 0.0, 0.0], [0.0, -0.1, 0.0], [0.3, -0.1, -0.1], [0.0, 0.0, 0.0], [0.0, 0.0, 0.0], [0.0, 0.0, 0.0], [0.0, 0.0, 0.0], [0.0, 0.0, 0.0], [0.0, 0.0, 0.0], [0.1, 0.0, 0.0], [0.0, 0.0, 0.0], [0.0, 0.0, 0.0], [0.0, 0.0, 0.0], [0.0, 0.0, 0.0], [0.0, 0.0, 0.0], [0.0, 0.0, 0.0], [0.0, 0.0, 0.0], [0.0, 0.0, 0.0], [0.0, 0.0, -0.1], [0.0, 0.1, 0.0], [0.0, 0.0, 0.0], [0.0, 0.0, 0.0], [0.0, 0.0, 0.0], [0.0, 0.0, 0.0], [0.0, 0.0, 0.0], [0.0, 0.0, 0.0], [0.0, 0.0, 0.0], [0.0, 0.0, 0.0], [-0.3, -1.3, 1.7], [-0.2, -0.5, 0.1], [0.4, 0.4, -0.4], [0.3, 1.6, -1.1], [0.0, 0.1, 0.4], [-0.3, -0.1, -0.2], [0.2, -0.1, 0.1], [0.0, 0.0, 0.0], [0.0, 0.0, 0.0], [0.0, 0.0, 0.0], [0.0, 0.0, 0.0], [0.0, 0.1, 0.0], [-0.1, 0.1, -0.2], [0.0, -0.1, 0.0], [0.0, 0.0, -0.1], [0.0, 0.0, 0.1], [0.0, -0.1, 0.0], [0.0, 0.1, 0.0], [0.0, 0.0, 0.0], [0.0, 0.0, 0.0], [0.0, 0.0, 0.0], [0.0, 0.0, 0.0], [0.0, 0.0, 0.0], [0.0, 0.0, 0.0], [0.0, 0.0, 0.0], [0.0, 0.0, 0.0], [0.0, 0.0, 0.0], [0.0, 0.0, 0.0], [-0.1, 0.2, -0.5], [-0.1, 0.1, -0.5], [0.8, 0.0, 0.0], [0.2, -0.2, 0.0], [0.0, 0.0, 0.0], [0.0, 0.0, 0.0], [-0.1, 0.1, 0.0], [0.0, -0.1, 0.0], [0.0, 0.0, 0.0], [-0.1, 0.1, 0.0], [0.1, -0.1, 0.0], [0.0, 0.0, 0.1], [0.0, 0.0, 0.0], [0.0, 0.0, 0.0], [0.0, 0.0, 0.0], [0.0, 0.0, 0.0], [0.0, 0.0, 0.0], [-0.1, 0.1, 0.0], [-0.1, 0.0, 0.0], [0.1, 0.1, 0.0], [0.1, -0.1, 0.0], [0.0, 0.0, 0.0], [-0.1, -0.2, 0.0], [0.2, 0.0, 0.1], [0.0, 0.0, 0.0], [0.0, 0.0, 0.0], [0.0, 0.0, 0.0], [0.0, 0.0, 0.0]]}


[2]
{"formula": "C27H25N2O", "method": "ωB97M-V/def2-TZVPD", "homo_lumo_gap_ev": 6.32, "molar_mass_da": 393.5, "charge": 1, "total_energy_ha": -1228.390196, "species": ["C", "C", "N", "C", "C", "C", "C", "C", "C", "C", "C", "C", "C", "C", "C", "C", "C", "C", "H", "H", "H", "H", "H", "H", "H", "H", "H", "H", "H", "H", "H", "H", "H", "H", "C", "O", "C", "C", "C", "C", "C", "C", "N", "C", "C", "C", "H", "H", "H", "H", "H", "H", "H", "H", "H"], "positions_angstrom": [[2.779, -0.887, 1.630], [2.503, 0.550, 1.530], [3.484, 1.483, 1.569], [4.906, 1.174, 1.602], [2.942, 2.773, 1.503], [1.538, 2.638, 1.385], [0.773, 3.778, 1.174], [1.409, 5.028, 1.120], [2.805, 5.138, 1.228], [3.600, 3.995, 1.418], [1.242, 1.201, 1.375], [0.025, 0.574, 1.127], [-1.259, 1.172, 1.379], [-1.491, 2.106, 2.433], [-2.718, 2.755, 2.560], [-3.754, 2.490, 1.653], [-3.578, 1.508, 0.668], [-2.368, 0.829, 0.564], [1.819, -1.408, 1.677], [3.330, -1.262, 0.753], [3.354, -1.139, 2.534], [5.469, 2.108, 1.543], [5.176, 0.648, 2.527], [5.183, 0.535, 0.752], [-0.303, 3.677, 1.063], [0.804, 5.925, 0.982], [3.272, 6.121, 1.156], [4.686, 4.041, 1.491], [0.050, -0.468, 0.823], [-0.685, 2.315, 3.143], [-2.863, 3.481, 3.364], [-4.695, 3.038, 1.723], [-4.390, 1.269, -0.022], [-2.221, 0.044, -0.180], [-3.506, -6.039, -3.239], [-3.193, -5.538, -1.922], [-2.386, -4.452, -1.806], [-1.810, -3.768, -2.896], [-0.999, -2.626, -2.687], [-0.795, -2.146, -1.336], [-1.361, -2.881, -0.262], [-2.131, -3.998, -0.477], [-0.101, -1.001, -1.083], [0.500, -0.378, -2.093], [0.386, -0.794, -3.438], [-0.381, -1.906, -3.734], [-4.161, -6.889, -3.047], [-4.029, -5.278, -3.836], [-2.596, -6.366, -3.761], [-1.985, -4.111, -3.922], [-1.177, -2.532, 0.752], [-2.571, -4.557, 0.345], [1.097, 0.501, -1.839], [0.900, -0.221, -4.208], [-0.523, -2.252, -4.758]], "atomic_forces_ev_per_a": [[-0.1, -0.6, 0.0], [1.0, 1.1, -0.5], [-0.8, -1.3, 0.2], [0.3, -0.2, 0.1], [-0.8, 0.4, -0.5], [0.7, 0.4, 0.0], [0.2, 0.5, 0.0], [0.0, -0.4, 0.0], [0.0, -0.4, 0.1], [-0.3, 0.1, 0.0], [-0.8, 0.3, -0.1], [1.2, 0.0, 1.8], [-1.4, 0.7, 0.0], [0.2, -0.1, -0.4], [0.1, -0.3, -0.1], [0.4, -0.3, -0.1], [0.0, 0.1, 0.2], [0.4, 0.0, 0.1], [0.3, -0.1, 0.0], [-0.1, 0.2, 0.2], [-0.1, 0.1, -0.3], [-0.1, -0.3, 0.0], [-0.1, 0.2, -0.2], [-0.2, 0.2, 0.2], [0.3, 0.3, 0.0], [0.2, -0.3, 0.0], [-0.1, -0.3, 0.1], [-0.3, 0.2, -0.1], [-0.1, 0.3, 0.1], [-0.3, 0.0, -0.3], [0.0, -0.3, -0.3], [0.3, -0.2, 0.0], [0.2, 0.1, 0.3], [-0.1, 0.3, 0.1], [0.2, 0.2, 0.5], [0.3, 0.3, -0.3], [0.5, 0.6, -1.2], [-0.6, -0.9, 0.6], [0.0, 0.2, 1.2], [-0.2, -0.2, -1.3], [-0.3, -0.2, 0.1], [0.2, 0.2, -0.3], [0.7, -0.3, -1.1], [-0.6, -0.5, 0.4], [-0.2, -0.3, 0.0], [0.3, 0.4, 0.1], [0.1, 0.1, -0.2], [0.1, -0.2, 0.2], [-0.2, 0.1, 0.1], [0.1, 0.2, 0.5], [-0.1, -0.1, -0.1], [0.1, 0.1, -0.1], [-0.2, -0.1, 0.0], [-0.2, -0.2, 0.1], [0.1, 0.2, 0.2]]}


[3]
{"formula": "C28H30NO10", "method": "ωB97M-V/def2-TZVPD", "homo_lumo_gap_ev": 6.91, "molar_mass_da": 540.5, "charge": 1, "total_energy_ha": -1891.622757, "species": ["C", "C", "O", "O", "C", "C", "N", "C", "C", "C", "C", "C", "C", "C", "C", "C", "C", "C", "C", "H", "H", "H", "H", "H", "H", "H", "H", "H", "H", "H", "H", "H", "H", "H", "H", "H", "H", "H", "H", "H", "H", "C", "C", "C", "O", "C", "C", "C", "O", "O", "O", "H", "H", "H", "H", "C", "C", "C", "O", "C", "C", "C", "O", "O", "O", "H", "H", "H", "H"], "positions_angstrom": [[1.375, -1.076, 2.443], [-0.108, -0.441, 2.326], [-1.075, -1.221, 2.169], [-0.231, 0.984, 2.456], [-1.018, 1.505, 1.351], [-0.350, 2.740, 0.573], [1.095, 2.568, 0.233], [1.817, 3.645, -0.116], [3.360, 3.202, -0.385], [3.067, 1.700, -0.876], [2.315, 1.581, -2.290], [1.961, 0.033, -2.631], [0.541, -0.568, -2.454], [0.260, -2.061, -2.842], [1.472, -2.902, -3.387], [2.894, -2.284, -3.538], [4.152, -3.133, -4.112], [3.182, -0.813, -3.158], [1.947, 1.334, 0.208], [1.299, -2.017, 3.110], [1.791, -1.417, 1.433], [2.053, -0.345, 3.003], [-1.309, 0.724, 0.566], [-2.003, 1.899, 1.815], [-0.916, 2.846, -0.428], [-0.571, 3.706, 1.158], [1.464, 4.731, -0.222], [3.908, 3.924, -1.073], [3.800, 3.022, 0.671], [3.984, 1.026, -0.743], [1.335, 2.159, -2.367], [3.075, 1.893, -3.097], [-0.270, 0.115, -2.034], [-0.774, -2.521, -2.745], [1.242, -3.983, -3.656], [3.785, -3.560, -5.120], [4.403, -4.013, -3.428], [5.068, -2.453, -4.290], [4.234, -0.364, -3.254], [2.523, 1.075, 1.161], [1.254, 0.447, 0.019], [-0.335, -7.077, -0.308], [-0.494, -5.884, -0.885], [-1.440, -5.690, -2.022], [-1.574, -4.580, -2.514], [-2.175, -6.859, -2.512], [-2.014, -8.054, -1.937], [-1.089, -8.242, -0.783], [-0.980, -9.342, -0.272], [-2.687, -9.148, -2.382], [0.202, -4.793, -0.456], [0.346, -7.230, 0.518], [-2.844, -6.709, -3.348], [-2.401, -9.883, -1.805], [-0.088, -4.056, -1.029], [-3.339, 6.903, 2.596], [-4.178, 7.337, 3.541], [-4.348, 6.600, 4.826], [-5.107, 7.034, 5.673], [-3.585, 5.362, 5.015], [-2.750, 4.928, 4.069], [-2.560, 5.680, 2.796], [-1.772, 5.262, 1.956], [-2.036, 3.776, 4.231], [-4.908, 8.469, 3.369], [-3.204, 7.430, 1.661], [-3.730, 4.827, 5.944], [-1.509, 3.681, 3.416], [-5.432, 8.569, 4.189]], "atomic_forces_ev_per_a": [[-0.5, 0.3, 1.2], [-1.3, -3.4, 0.1], [3.3, 3.7, 0.3], [0.3, -1.9, -1.9], [-1.5, 0.8, -0.5], [-1.7, -0.3, 0.3], [2.1, 3.8, -0.1], [1.2, -2.0, 0.3], [-2.3, -0.6, 0.4], [-1.7, 0.0, 0.2], [0.9, -1.7, -0.9], [0.4, -2.3, -0.6], [3.0, -1.9, -1.3], [4.3, 1.9, -0.5], [-0.4, 3.5, 1.2], [-0.9, 1.7, 1.0], [-1.5, 0.3, -0.3], [-4.6, -1.9, 0.5], [0.5, -1.3, 0.1], [-0.1, 1.5, -1.2], [-0.7, 0.7, 1.4], [-0.8, -1.0, -1.1], [0.6, 0.7, 1.5], [1.5, -0.6, -1.0], [0.8, -0.3, 1.5], [0.9, -1.4, -0.9], [0.0, -2.0, 0.4], [-0.6, -1.1, 1.1], [-0.3, 0.9, -1.7], [-1.5, 0.9, -0.5], [1.5, -0.4, 0.2], [-1.5, -0.1, 1.1], [1.1, -1.1, -0.8], [1.6, 0.7, -0.2], [0.6, 1.6, 0.3], [0.9, 0.6, 1.5], [-0.3, 1.3, -0.9], [-1.6, -1.2, 0.4], [-1.9, -0.8, 0.1], [-1.3, 1.0, -0.7], [1.2, 1.2, -0.2], [-0.1, -0.3, 0.0], [0.8, 0.6, 0.8], [-0.6, -0.2, -0.5], [0.2, -0.1, 0.3], [0.1, 0.5, 0.0], [-0.9, -0.8, -0.9], [0.5, -0.1, 0.6], [-0.2, 0.2, -0.4], [0.9, 0.8, 0.9], [-0.9, -0.6, -0.8], [0.0, 0.0, 0.0], [0.0, 0.0, 0.0], [-0.1, 0.0, -0.1], [0.1, 0.0, 0.1], [0.5, -0.5, -0.3], [-0.6, 1.4, -0.7], [-0.2, -0.4, 0.8], [0.2, 0.1, -0.5], [-0.1, 0.1, 0.1], [0.3, -0.9, 0.6], [-0.3, 0.7, -0.4], [0.1, -0.3, 0.2], [-0.3, 1.0, -0.7], [0.6, -1.3, 0.7], [0.0, 0.0, 0.0], [0.0, 0.0, 0.0], [0.0, 0.0, 0.2], [0.0, 0.1, -0.1]]}